# 1
The following is a DFT calculation (ωB97M-V with the def2-TZVPD basis set) of C26H28N11O2SSeSnTe4 as an isolated structure at a distorted geometry.

Each line ends with the Löwdin charge.
Geometry (Å):
H  -2.730  5.943  -2.439  0.114
H  2.668  -3.638  2.854  0.109
O  -2.195  -0.006  -2.464  -0.334
Sn  0.302  0.791  0.394  0.883
C  -2.239  3.866  -2.468  -0.049
C  3.524  -3.317  -3.022  -0.050
C  2.590  0.464  -3.691  -0.173
C  4.689  1.381  -0.747  -0.090
N  2.738  1.446  0.341  0.001
Te  -2.676  3.231  2.575  -0.044
C  2.088  -0.164  -4.824  -0.090
H  2.717  -0.692  -5.527  0.087
C  2.756  -0.729  1.457  -0.356
H  3.660  0.473  -3.488  0.095
H  5.570  1.572  -1.331  0.109
C  3.589  2.134  -0.479  -0.120
N  -0.229  1.677  -2.041  -0.175
N  -1.805  -0.302  1.857  -0.002
C  1.485  -1.748  2.854  -0.117
H  -1.796  -2.555  -4.544  0.097
C  1.862  -3.922  -4.806  -0.064
C  -3.098  4.937  -2.599  -0.018
H  -4.440  1.339  -2.937  0.111
H  3.490  -2.597  -2.206  0.030
C  2.479  -2.625  2.551  -0.081
H  -1.851  -3.585  -3.088  0.096
H  0.657  -1.881  3.531  0.101
C  -1.900  -1.295  0.971  -0.213
H  -1.197  4.025  -2.226  0.110
H  4.210  -2.970  -3.794  0.090
H  -6.293  5.611  -2.810  0.085
N  3.302  -1.952  1.686  0.103
Te  -0.048  3.392  1.668  -0.010
C  -4.455  4.731  -2.857  -0.319
N  0.061  -3.133  -3.825  -0.123
C  1.077  -2.920  -2.951  -0.702
C  3.286  0.262  0.536  -0.335
H  0.244  -0.417  -5.906  0.105
C  -1.984  -0.608  3.140  -0.157
H  -1.895  -1.012  -0.076  0.057
H  -2.560  -3.931  2.975  0.100
H  3.355  3.130  -0.809  0.118
N  1.830  1.070  -2.804  0.118
C  -2.346  -2.916  2.663  -0.085
C  -2.134  -2.615  1.328  -0.061
C  0.723  -0.018  -5.014  -0.159
H  -5.009  6.661  -2.524  0.090
S  -1.785  1.260  -1.896  0.535
H  -0.112  -4.005  -5.782  0.120
Te  -3.842  7.106  4.483  -0.474
N  -0.069  0.621  -4.170  0.133
O  -2.035  1.369  -0.463  -0.503
C  -4.066  2.353  -2.869  -0.061
N  4.486  0.188  -0.091  0.114
Te  -1.806  5.819  3.287  -0.326
C  0.534  -3.756  -4.960  -0.060
H  -2.154  -3.379  0.561  0.100
H  4.097  -2.349  1.221  0.146
N  1.681  -0.555  2.209  0.039
N  -5.320  5.811  -2.963  0.094
N  2.188  -3.404  -3.567  -0.135
H  -2.465  -2.057  4.643  0.100
H  5.131  -0.581  -0.072  0.146
H  -5.970  3.257  -3.252  0.106
H  3.854  -4.286  -2.642  0.090
C  -4.922  3.426  -3.031  -0.034
C  -1.327  -2.769  -3.586  -0.031
C  -2.288  -1.886  3.589  -0.080
H  -1.899  0.223  3.833  0.085
H  2.598  -4.352  -5.459  0.115
C  -2.722  2.567  -2.599  -0.285
C  0.493  1.083  -3.037  -0.501
Se  0.943  -2.047  -1.339  0.664
H  -1.363  -1.876  -2.967  0.023

Electronic energy, eV: -159090.95958
Relative energy (zero: lowest compared OMol25 entry of this formula, charge and spin), kJ/mol: 242.2
Frontier orbital gap, eV: 3.39
Largest force on an atom, Eh/bohr: 0.0414
Highest occupied orbital energy, Eh: -0.08219
Total charge: -1
2S+1: 1



# 2
The following is a DFT calculation (ωB97M-V with the def2-TZVPD basis set) of C6H4BrN2Se4TaTe as an isolated structure at a distorted geometry.

Each line ends with the Löwdin charge.
Geometry (Å):
Br  1.550  2.225  -0.410  0.893
C  2.733  0.748  -0.810  -0.648
H  2.379  -2.453  -0.645  0.082
C  4.141  -1.447  -1.375  0.003
C  -2.137  2.632  -0.865  -0.855
C  3.990  0.945  -1.319  -0.045
Ta  -0.357  0.312  0.202  0.562
N  2.153  -0.412  -0.562  -0.103
H  4.677  -2.359  -1.593  0.132
H  5.716  -0.121  -2.010  0.138
N  -1.517  1.695  -0.367  -0.291
Se  -1.531  -0.800  2.241  0.129
Te  -0.362  -2.511  0.670  0.605
Se  -0.908  -1.472  -1.524  0.134
C  4.716  -0.206  -1.607  0.010
H  4.387  1.936  -1.489  0.130
C  2.862  -1.507  -0.850  -0.123
Se  -2.979  3.902  -1.539  1.050
Se  0.235  0.679  2.625  0.195

Electronic energy, eV: -349524.95940
Relative energy (zero: lowest compared OMol25 entry of this formula, charge and spin), kJ/mol: 67.4
Frontier orbital gap, eV: 6.77
Largest force on an atom, Eh/bohr: 0.0359
Highest occupied orbital energy, Eh: -0.56979
Total charge: +2
2S+1: 1



# 3
The following is a DFT calculation (ωB97M-V with the def2-TZVPD basis set) of a 2-piece molecular cluster, C3H10OS overall at a distorted geometry.

Each line ends with the Löwdin charge.
Geometry (Å):
H  3.256  1.721  2.724  -0.167
H  -0.107  1.945  0.740  0.091
H  0.799  0.227  -0.726  0.078
H  2.424  1.919  5.719  0.055
S  2.388  2.081  1.756  0.687
C  0.000  0.000  0.000  -0.157
H  3.525  2.383  4.721  0.033
H  1.466  -0.135  2.429  0.075
O  2.624  2.608  5.046  -0.104
C  1.113  0.900  2.258  -0.551
H  -0.973  0.062  -0.517  0.080
C  -0.054  0.918  1.151  -0.353
H  0.139  -1.031  0.366  0.079
H  -1.032  0.693  1.619  0.105
H  0.807  1.317  3.237  0.048

Electronic energy, eV: -16155.35606
Relative energy (zero: lowest compared OMol25 entry of this formula, charge and spin), kJ/mol: 49.2
Frontier orbital gap, eV: 9.30
Largest force on an atom, Eh/bohr: 0.0482
Highest occupied orbital energy, Eh: -0.32114
2S+1: 1



# 4
The following is a DFT calculation (ωB97M-V with the def2-TZVPD basis set) of one molecule with the formula C10H19B2N2O7PS at a distorted geometry.

Each line ends with the Löwdin charge.
Geometry (Å):
C  0.482  -0.948  1.749  -0.182
C  -1.515  -3.002  -3.707  -0.390
N  -1.083  0.958  -1.023  0.115
C  3.160  2.136  -0.737  0.000
H  1.710  3.092  2.462  0.090
N  -2.930  -0.494  2.018  0.171
H  -1.371  1.903  -0.779  0.128
H  1.597  -2.744  1.495  0.073
C  1.102  0.213  -0.502  -0.067
H  -3.590  1.778  1.429  0.116
O  -0.596  2.961  1.312  -0.204
O  1.762  2.187  2.118  -0.191
O  3.605  -0.256  -0.108  0.141
H  -1.132  -2.260  0.219  0.129
H  -2.863  0.011  2.896  0.045
H  3.325  -1.156  -0.322  0.099
O  -3.289  1.417  0.582  0.148
S  -0.502  1.292  3.660  0.385
O  -1.901  -2.801  -2.415  -0.046
H  2.565  -1.305  2.182  0.082
O  -0.634  -3.687  -3.987  0.149
O  0.602  1.683  -2.410  0.168
H  -2.567  -1.567  -0.486  0.130
H  -0.320  -1.214  2.438  0.079
C  0.222  0.208  0.771  -0.369
H  -0.016  -2.309  -1.787  0.124
H  -0.977  -0.961  -2.553  0.129
H  -2.038  -2.479  -4.526  0.153
H  3.152  2.258  -1.825  0.076
H  0.023  3.424  0.718  0.082
C  -1.177  -0.027  0.051  -0.291
B  -2.505  0.329  0.897  -0.636
P  0.236  1.664  1.897  0.339
C  -0.984  -1.806  -1.862  -0.148
C  1.623  -1.698  1.803  0.038
C  -1.476  -1.470  -0.452  -0.062
H  1.183  -0.860  -0.729  0.134
B  2.650  0.665  -0.445  -0.469
H  4.155  2.301  -0.329  0.071
H  2.426  2.837  -0.325  0.047
C  0.269  1.074  -1.479  -0.444
H  -2.387  -1.346  2.090  0.059

Electronic energy, eV: -49469.52306
Frontier orbital gap, eV: 7.91
Largest force on an atom, Eh/bohr: 0.0959
Highest occupied orbital energy, Eh: -0.31263
2S+1: 1